# 1
Here is C26H31BaOS4Si as an isolated structure from the Open Molecules 2025 dataset. Energies are from ωB97M-V/def2-TZVPD.

For the total energy, the calculation gives -2992.276704 hartree. Its largest force on an atom is 1.34 eV/Å. As for the energy above the lowest of the compared OMol25 structures with the same formula, charge and spin: 59.0 kJ/mol. As for the net charge: +1.

Structure (XYZ):
```
64
C26H31BaOS4Si (ωB97M-V/def2-TZVPD)
Ba 0.40626 -0.91571 -0.38559
C 4.78670 -1.31780 -0.63784
C 4.44294 -1.06465 -2.09781
S 2.87511 -1.77332 -2.67117
C 3.28153 -3.54090 -2.63124
C 2.04490 -4.42664 -2.62369
S 0.99313 -4.30294 -1.15380
C 2.07145 -5.06134 0.09166
C 1.62277 -4.74465 1.51153
S 1.74399 -3.00849 2.01932
C 3.54750 -2.80741 2.08915
C 3.97812 -1.35035 2.03359
S 3.63634 -0.47984 0.48207
H 5.78685 -0.93246 -0.43605
H 4.78737 -2.38397 -0.41559
H 5.23785 -1.45495 -2.73295
H 4.36818 0.00394 -2.30108
H 3.90687 -3.73837 -1.76193
H 3.86951 -3.76551 -3.52193
H 2.34560 -5.46879 -2.73411
H 1.39346 -4.19390 -3.46670
H 3.09462 -4.72863 -0.07799
H 2.04347 -6.14229 -0.05249
H 2.20611 -5.33613 2.21738
H 0.57699 -5.01683 1.65920
H 3.99387 -3.37744 1.27560
H 3.89347 -3.23980 3.02861
H 5.04932 -1.28208 2.22627
H 3.48067 -0.76501 2.80795
O -0.23994 1.13286 0.00733
Si -1.62972 1.96650 0.14221
C -1.43472 3.72620 -0.44805
C -1.27850 3.99828 -1.81315
C -1.06998 5.29164 -2.26971
C -1.01473 6.34413 -1.36391
C -1.16999 6.09971 -0.00733
C -1.37669 4.80110 0.44505
C -2.99215 1.17456 -0.90211
C -4.02358 1.93907 -1.45503
C -5.06084 1.34715 -2.16545
C -5.09217 -0.02877 -2.35108
C -4.08130 -0.81674 -1.82081
C -3.05426 -0.20971 -1.11024
C -2.21236 1.92862 1.91739
C -1.42257 1.35739 2.91854
C -1.85678 1.29532 4.23786
C -3.09727 1.81389 4.57754
C -3.89768 2.39368 3.59939
C -3.45959 2.44615 2.28428
H -1.33106 3.18721 -2.53382
H -0.95481 5.48285 -3.32948
H -0.85528 7.35488 -1.71798
H -1.13098 6.92002 0.69835
H -1.50013 4.62321 1.50803
H -4.01123 3.01693 -1.33525
H -5.84996 1.96232 -2.57885
H -5.90144 -0.48536 -2.90600
H -4.09796 -1.89049 -1.95948
H -2.29652 -0.85417 -0.67426
H -0.43805 0.97661 2.66535
H -1.22797 0.85223 5.00047
H -3.43951 1.77207 5.60368
H -4.86437 2.80248 3.86473
H -4.10085 2.89447 1.53141
```

# 2
Here is C45H64CaN6S as an isolated structure from the Open Molecules 2025 dataset. Energies are from ωB97M-V/def2-TZVPD.

For the total energy, the calculation gives -3157.614129 hartree. Its largest force on an atom is 2.69 eV/Å. As for the energy above the lowest of the compared OMol25 structures with the same formula, charge and spin: 37.9 kJ/mol.

Structure (XYZ):
```
117
C45H64CaN6S (ωB97M-V/def2-TZVPD)
Ca 0.26287 0.29712 -0.53849
C -1.21112 3.08160 -6.12134
C -0.79560 1.60874 -6.01881
C -0.00667 1.33022 -4.77865
C 1.34989 1.33501 -4.62958
C 2.39678 1.67062 -5.64522
C 2.97013 3.07767 -5.41558
C 1.61817 1.06224 -3.22355
N 0.44219 0.90414 -2.56967
C -0.56724 1.05683 -3.46272
C -1.92843 0.99863 -3.14838
C -2.52532 0.87952 -1.88471
C -3.95457 0.87031 -1.61407
C -5.03222 0.92384 -2.65156
C -5.35355 2.35746 -3.09051
C -4.09523 0.78692 -0.25652
C -2.75081 0.74562 0.29859
C -2.42226 0.70488 1.65963
C -1.15123 0.69192 2.24606
N 0.02266 0.60328 1.56697
C 1.03876 0.66198 2.46431
C 2.40550 0.61951 2.14935
C 2.99825 0.68565 0.88616
N 2.31929 0.85514 -0.27307
C 3.21484 0.84842 -1.28835
C 2.88936 0.97388 -2.64153
C 4.55942 0.67229 -0.74895
C 4.42396 0.57277 0.60278
C 5.48888 0.38011 1.63558
C 5.79724 1.68162 2.38624
C 5.80788 0.59200 -1.56968
C 6.25263 1.96766 -2.08157
C 0.48667 0.77840 3.80434
C -0.87410 0.79910 3.66938
C -1.89915 0.95865 4.74767
C -2.29329 2.42468 4.96453
C 1.29930 0.95865 5.04841
C 1.91015 2.36581 5.12886
N -1.84902 0.78078 -0.71397
C -5.36515 0.72510 0.53371
C -5.85076 2.11082 0.97445
H -1.76977 3.25714 -7.04248
H -1.83788 3.36489 -5.27506
H -0.33140 3.72596 -6.12808
H -1.68877 0.97996 -6.03321
H -0.19720 1.34356 -6.89256
H 3.20910 0.94021 -5.60301
H 1.96871 1.62406 -6.64820
H 3.38332 3.16502 -4.41121
H 3.75983 3.29659 -6.13656
H 2.18635 3.82877 -5.52000
H -2.61042 1.10650 -3.98445
H -4.72602 0.34164 -3.52395
H -5.93800 0.45785 -2.25725
H -4.46619 2.84370 -3.49796
H -6.13498 2.36438 -3.85246
H -5.70146 2.95126 -2.24499
H -3.25850 0.73667 2.34912
H 3.08018 0.56132 2.99589
H 3.72232 1.01420 -3.33274
H 5.17198 -0.38865 2.34565
H 6.40213 0.01532 1.16279
H 4.90501 2.06246 2.88444
H 6.57259 1.52817 3.13895
H 6.14105 2.44864 1.69118
H 6.61319 0.15516 -0.97690
H 5.63713 -0.08031 -2.41456
H 6.43871 2.64275 -1.24521
H 7.16834 1.88938 -2.67008
H 5.48083 2.41829 -2.70616
H -2.79066 0.38122 4.49224
H -1.50477 0.55263 5.68170
H -2.72264 2.84716 4.05553
H -3.02907 2.50599 5.76668
H -1.42139 3.01838 5.24086
H 0.67162 0.79645 5.92694
H 2.10443 0.21884 5.08288
H 1.12408 3.12008 5.17607
H 2.53911 2.46329 6.01554
H 2.51781 2.57163 4.24811
H -6.14262 0.24838 -0.06754
H -5.21523 0.10029 1.41690
H -6.06163 2.73976 0.10932
H -6.76575 2.03242 1.56448
H -5.09177 2.61217 1.57662
C 1.74548 -5.01316 3.57130
C 0.40527 -4.50043 4.10334
C 0.16105 -2.99294 3.94047
C -0.15089 -2.51417 2.52273
N 1.00995 -2.61586 1.64493
C 1.01383 -2.77592 0.31537
S 2.32701 -2.27682 -0.59273
N -0.10074 -3.29574 -0.29255
C -0.74248 -4.54230 0.13448
C -2.26184 -4.46184 0.02766
C -2.74426 -4.31493 -1.41346
C -4.26541 -4.23757 -1.50501
H 1.86763 -6.06895 3.81829
H 2.57252 -4.46508 4.02752
H 1.82539 -4.90938 2.49240
H 0.35808 -4.73035 5.17043
H -0.41489 -5.04891 3.62834
H 1.02958 -2.44025 4.31565
H -0.68959 -2.71353 4.56598
H -0.46538 -1.46433 2.56284
H -0.97771 -3.08770 2.10882
H 1.83386 -2.13696 1.98056
H 0.02187 -3.25370 -1.29232
H -0.44429 -4.76964 1.15704
H -0.37595 -5.36137 -0.49351
H -2.62115 -3.61100 0.61399
H -2.68628 -5.37285 0.46053
H -2.38679 -5.16779 -1.99864
H -2.31482 -3.40802 -1.84825
H -4.72547 -5.12674 -1.07033
H -4.58647 -4.16227 -2.54411
H -4.63787 -3.36267 -0.96958
```

# 3
Here is C5H15AsCl3GeIOSSc as an isolated structure from the Open Molecules 2025 dataset. Energies are from ωB97M-V/def2-TZVPD.

For the total energy, the calculation gives -7424.235845 hartree. As for the multiplicity: 2. Its largest force on an atom is 1.46 eV/Å. As for the energy above the lowest of the compared OMol25 structures with the same formula, charge and spin: 87.8 kJ/mol. As for the net charge: +2.

Structure (XYZ):
```
29
C5H15AsCl3GeIOSSc (ωB97M-V/def2-TZVPD)
Sc -1.02847 -0.94998 0.79739
Cl -3.34401 -1.40478 1.08672
Ge -3.48275 -3.07942 -0.79021
Cl -3.49346 -4.84598 0.36906
Cl -0.90418 -2.76484 -0.72100
C 3.10512 0.27063 0.71365
As 1.71836 -0.94975 0.08010
C 2.67253 -2.64655 0.04949
C 1.61072 -0.47991 -1.80864
H 3.92627 0.22423 0.00024
H 3.45464 -0.04431 1.69448
H 2.73007 1.28989 0.77177
H 3.67022 -2.44474 -0.33723
H 2.14471 -3.34155 -0.59907
H 2.75515 -3.07313 1.04666
H 2.58877 -0.68733 -2.24190
H 1.37699 0.57751 -1.90758
H 0.85629 -1.07386 -2.31713
I 0.20354 0.24105 3.03008
C -0.94535 3.29484 0.40024
S -1.66552 2.09487 -0.72056
C -3.35977 2.11031 -0.12897
O -1.11070 0.72471 -0.21729
H -1.32887 4.27869 0.12594
H 0.13371 3.27872 0.25701
H -1.20672 3.06306 1.43064
H -3.77935 3.10602 -0.27443
H -3.37463 1.84376 0.92673
H -3.92331 1.38783 -0.71621
```

# 4
Here is a 3-piece molecular cluster, C28H17Cl2NO9PS2 overall from the Open Molecules 2025 dataset. Energies are from ωB97M-V/def2-TZVPD.

For the total energy, the calculation gives -3867.282175 hartree. Its largest force on an atom is 8.23 eV/Å. As for the energy above the lowest of the compared OMol25 structures with the same formula, charge and spin: 371.8 kJ/mol. As for the net charge: -1.

Structure (XYZ):
```
60
C28H17Cl2NO9PS2 (ωB97M-V/def2-TZVPD)
O 10.01323 -2.21864 2.48989
S 8.52525 -1.73344 2.59995
O 8.55871 -0.53786 3.62910
Cl 7.79444 -0.96591 0.79778
N 7.54026 -2.99035 3.31146
S 7.43867 -4.40611 2.28031
O 6.41104 -5.37252 2.98899
O 6.94626 -4.12359 0.84052
P 9.28633 -5.52205 2.17329
O 10.39527 -4.85059 1.01095
Cl 10.12873 -5.28651 4.15153
H 10.04726 -4.90221 0.07026
C 1.15632 4.05034 -0.14103
C -0.10169 3.74540 0.37805
C -0.37107 2.45789 0.84497
C 0.61726 1.46811 0.78151
C 1.86696 1.76657 0.23992
C 2.14113 3.06402 -0.21191
C 2.90049 0.71772 0.12241
O 3.99974 0.97995 -0.34996
C 2.58731 -0.65271 0.57396
C 3.53754 -1.66991 0.41516
C 3.25448 -2.96592 0.85168
C 2.02894 -3.24717 1.45486
C 1.07833 -2.23705 1.60925
C 1.35476 -0.93934 1.15883
C 0.32916 0.11383 1.29420
O -0.74996 -0.13358 1.82000
H 1.36929 5.05614 -0.49646
H -0.87330 4.51084 0.42156
H -1.35377 2.22847 1.25370
H 3.11899 3.30793 -0.62341
H 4.49804 -1.45800 -0.05188
H 3.99173 -3.75541 0.72264
H 1.81098 -4.25500 1.80155
H 0.12185 -2.46520 2.07665
C -4.19954 1.14178 1.58734
C -4.96180 -0.02608 1.59634
C -5.74775 -0.35550 0.49089
C -5.78119 0.49213 -0.62306
C -5.03822 1.67201 -0.62200
C -4.23626 1.99202 0.48125
C -5.10448 2.59808 -1.77095
O -4.44938 3.63301 -1.77232
C -5.97776 2.26337 -2.91350
C -6.09470 3.16002 -3.98364
C -6.90809 2.84518 -5.07433
C -7.59773 1.63341 -5.10389
C -7.48748 0.74081 -4.03667
C -6.68331 1.06123 -2.93486
C -6.60143 0.12663 -1.79505
O -7.21086 -0.93650 -1.81816
H -3.57986 1.39393 2.44509
H -4.94299 -0.68232 2.46363
H -6.33616 -1.27148 0.50288
H -3.64290 2.90468 0.48359
H -5.55713 4.10682 -3.96985
H -7.00156 3.54518 -5.90182
H -8.22570 1.38468 -5.95665
H -8.03270 -0.20117 -4.06454
```

# 5
Here is C24H37O2PdSi as an isolated structure from the Open Molecules 2025 dataset. Energies are from ωB97M-V/def2-TZVPD.

For the total energy, the calculation gives -1504.011781 hartree. As for the multiplicity: 5. Its largest force on an atom is 4.78 eV/Å. As for the energy above the lowest of the compared OMol25 structures with the same formula, charge and spin: 0.0 kJ/mol. As for the net charge: +1.

Structure (XYZ):
```
65
C24H37O2PdSi (ωB97M-V/def2-TZVPD)
O 4.65484 0.55202 -4.21898
C 6.03695 0.47622 -3.74800
C 6.62366 1.11846 -5.00871
H 6.35048 -0.56291 -3.59508
H 6.18145 1.07228 -2.83981
C 5.13187 1.14728 -5.46240
H 7.25643 0.46072 -5.60457
H 7.05651 2.10749 -4.85822
C 4.87084 0.27123 -6.67404
H 5.30262 -0.72799 -6.54323
H 5.32453 0.73066 -7.56263
H 3.79250 0.18227 -6.85458
C 4.58336 2.54567 -5.66990
H 4.80338 3.18610 -4.80783
H 3.49793 2.50253 -5.82582
H 5.03773 2.99213 -6.56383
Pd -1.31714 -0.07273 1.43574
C -2.18867 1.69953 2.38114
C -1.32473 1.05488 3.32788
C 0.01226 1.10573 2.81453
H -1.65962 0.54329 4.22432
C -0.01803 1.84490 1.58188
C -1.38195 2.17097 1.29283
H -1.73809 2.67970 0.39650
H -3.27272 1.74250 2.45470
H 0.89902 0.67118 3.27065
H 0.84654 2.14864 1.00116
C -3.55872 -1.43224 0.84380
C -3.17599 -0.13565 0.13574
C -2.18002 -0.39622 -0.82717
H -3.74756 0.78776 0.24555
C -1.72612 -1.76373 -0.64728
C -2.41145 -2.33544 0.40942
H -2.27532 -3.33268 0.83771
H -4.56567 -1.82066 0.64442
H -1.88908 0.27216 -1.62861
H -1.00531 -2.26547 -1.28564
O 0.76773 -0.38975 -0.09519
C 0.96624 0.40645 -1.28238
C 2.46005 0.64684 -1.40403
H 0.37040 1.32869 -1.20304
H 0.57946 -0.17009 -2.13671
C 3.05206 -0.57584 -0.69320
H 2.71532 1.55119 -0.83378
H 2.80553 0.76170 -2.43352
C 2.04119 -0.83121 0.41179
H 4.06748 -0.42152 -0.32578
H 3.04579 -1.42445 -1.39005
H 2.29041 -0.23707 1.30666
H 1.94670 -1.88402 0.70728
C -6.02227 -2.57288 4.01132
Si -4.85730 -1.28442 4.73033
C -5.78970 0.32668 4.97270
C -4.04511 -1.86447 6.30892
C -3.51390 -0.96930 3.46366
C -3.32892 -1.11378 2.23459
H -6.82402 -2.78938 4.73149
H -5.48283 -3.50559 3.78625
H -6.47869 -2.21336 3.07565
H -6.59003 0.16505 5.70995
H -5.13167 1.12732 5.34104
H -6.24854 0.67075 4.03296
H -3.46672 -2.78129 6.12409
H -3.35594 -1.10018 6.69641
H -4.79941 -2.07663 7.08093
```

# 6
Here is one molecule with the formula C4H9NO2 from the Open Molecules 2025 dataset. Energies are from ωB97M-V/def2-TZVPD.

For the total energy, the calculation gives -363.069143 hartree. Its largest force on an atom is 0.33 eV/Å. As for the energy above the lowest of the compared OMol25 structures with the same formula, charge and spin: 43.0 kJ/mol.

Structure (XYZ):
```
16
C4H9NO2 (ωB97M-V/def2-TZVPD)
C 1.21359 0.65070 -1.60540
C -0.14012 0.24655 -1.04411
O -0.24417 -1.15695 -1.18222
C -0.26654 0.69112 0.44235
C -0.92426 -0.40877 1.25269
N -0.21816 -0.89305 2.30759
O -2.02603 -0.84967 0.95053
H 2.01580 0.22888 -0.98566
H 1.32163 1.74100 -1.61873
H 1.32593 0.27013 -2.62433
H -0.93814 0.73397 -1.62579
H -1.11669 -1.40275 -0.83385
H 0.71687 0.95024 0.85053
H -0.89482 1.58554 0.52340
H -0.57988 -1.71988 2.76212
H 0.75502 -0.66707 2.43090
```